Record 1
Molecular formula: C15H33KN3O2V
Method: DFT, the ωB97M-V functional and the def2-TZVPD basis

Values from the calculation:
charge: +2
electronic energy: -66654.6130 eV
HOMO level (spin up / spin down): -16.3 / -16.4 eV
LUMO (spin up / spin down): -8.82 / -8.83 eV

Structure (XYZ):
```
55
Properties=species:S:1:pos:R:3:forces:R:3
N 2.0413 -0.4194 -0.2691 -1.591 0.360 0.026
C 2.8881 -0.8278 0.5105 1.879 -0.737 1.939
O 3.7301 -1.2272 1.2514 -2.354 1.068 -2.149
K 1.5659 0.0778 -3.0629 0.695 -0.026 -0.356
V 0.0759 -0.0590 -0.1650 0.655 0.514 0.658
N -0.4519 -1.3663 -1.3984 -0.009 0.938 0.751
N -0.2947 1.5036 -1.2104 0.240 -1.389 1.990
C -0.3488 -2.8056 -1.0210 -0.007 -0.569 0.222
C 0.3541 2.8483 -1.2361 0.451 0.297 0.001
C 0.8416 -3.4118 -1.7664 0.390 0.082 -0.296
C -1.6419 -3.5621 -1.3396 -0.297 0.009 -0.152
C -0.0988 -2.9231 0.4798 -0.003 -0.050 0.333
C 0.0428 3.5130 -2.5831 -0.228 -0.083 -0.298
C -0.1525 3.7360 -0.0907 -0.145 0.055 0.181
C 1.8676 2.6920 -1.0850 0.330 0.144 -0.014
H 0.7236 -3.3392 -2.8579 -0.003 -0.170 0.269
H 0.9419 -4.4746 -1.5044 -0.058 0.335 -0.124
H 1.7793 -2.9072 -1.4834 -0.245 -0.176 -0.034
H -2.4950 -3.0856 -0.8369 0.144 -0.143 -0.114
H -1.5681 -4.5961 -0.9698 0.048 0.394 -0.113
H -1.8519 -3.6124 -2.4149 0.071 -0.048 0.240
H 0.8319 -2.4226 0.7899 -0.286 -0.243 -0.052
H 0.0025 -3.9893 0.7404 -0.014 0.443 -0.067
H -0.9424 -2.5146 1.0585 0.262 -0.170 -0.187
H 0.3308 2.8761 -3.4380 -0.038 0.178 0.252
H 0.6008 4.4540 -2.6718 -0.159 -0.245 0.072
H -1.0265 3.7407 -2.6854 0.261 -0.008 0.020
H -1.2172 3.9798 -0.1907 0.343 0.049 0.064
H 0.4020 4.6840 -0.0949 -0.170 -0.277 -0.042
H 0.0103 3.2551 0.8834 -0.023 0.076 -0.183
H 2.1472 2.0681 -0.2256 -0.078 0.234 -0.241
H 2.2891 3.6913 -0.9221 -0.016 -0.269 -0.052
H 2.3748 2.3125 -1.9922 -0.243 0.087 0.339
C -1.7732 1.5312 -1.1779 -0.306 0.317 0.028
H -2.1504 0.6222 -0.6701 -0.132 0.123 -0.191
H -2.1932 2.4058 -0.6434 0.456 -0.619 -0.125
H -2.1971 1.5615 -2.1962 0.202 -0.261 0.324
C -1.0261 -1.1250 -2.7460 -0.362 0.285 -0.087
H -2.0816 -1.4374 -2.7922 0.419 -0.069 0.066
H -1.0359 -0.0476 -2.9973 0.137 -0.620 0.210
H -0.4782 -1.6819 -3.5423 -0.345 0.161 0.626
C -1.2959 0.7322 3.6101 -0.362 0.283 -0.345
C -0.0728 0.0113 3.0566 -0.048 -0.190 1.565
C 1.2037 0.7430 3.4570 0.164 0.236 -0.557
C -0.0608 -1.4097 3.6060 -0.018 -0.353 -0.312
O -0.1593 -0.0191 1.6183 0.146 0.109 -3.874
H -1.2503 0.7398 4.7059 0.044 -0.026 -0.283
H -2.2203 0.2229 3.3100 0.185 0.080 0.088
H -1.3418 1.7712 3.2630 0.032 -0.156 0.064
H 1.3111 0.7574 4.5456 -0.107 -0.059 -0.199
H 2.0834 0.2496 3.0307 -0.067 0.050 0.129
H 1.1704 1.7791 3.1003 0.061 -0.123 0.094
H -0.9786 -1.9396 3.3231 0.185 0.067 0.102
H 0.8052 -1.9703 3.2394 -0.087 0.039 0.076
H -0.0104 -1.3848 4.7011 0.002 0.067 -0.284
```
Positions in Å, forces in eV/Å.

natural (NBO) atomic charge list, values in e, 2 entries:
1. N -0.872
2. C 0.873



Record 2
Molecular formula: C15H34BCl14N2O
Method: DFT, the ωB97M-V functional and the def2-TZVPD basis

Values from the calculation:
charge: -1
electronic energy: -197120.7839 eV
HOMO level: -4.1 eV
LUMO: 2.01 eV

Structure (XYZ):
```
67
Properties=species:S:1:pos:R:3:forces:R:3
C 2.0239 -2.5099 -0.0722 -0.802 -0.044 0.596
C 1.2921 -1.1527 -0.6242 -3.072 1.548 -3.506
O 0.5533 -1.3221 -1.7587 3.668 0.182 5.538
N 1.2760 0.2165 -0.0279 2.405 -5.899 0.061
C 2.1859 0.4499 1.1303 0.375 0.969 1.863
B 1.2468 1.3429 -1.0385 -1.132 1.780 -0.323
C -0.1946 2.1947 -1.0089 -0.877 0.528 -0.250
C -1.5123 1.2511 -0.7776 -1.412 0.497 -0.658
C -2.5371 1.7692 0.4017 0.914 0.059 0.733
C -3.1438 0.5659 1.3445 -1.001 0.716 -0.296
C -3.7469 -0.7171 0.5185 0.287 -0.768 0.063
N -3.2373 -1.9698 1.2621 0.768 0.642 -1.190
H 2.2106 -3.2387 -0.9870 -0.257 1.887 1.943
H 1.2430 -3.0818 0.6272 1.541 1.262 -1.434
H 2.9720 -2.3252 0.5904 -1.826 -0.316 -1.674
H 1.5857 1.1262 1.9100 1.274 -1.358 -1.531
H 2.5465 -0.4808 1.7312 -1.066 1.524 -1.360
H 3.1640 1.0896 0.8851 -2.107 -1.417 0.134
H 1.5806 1.0423 -2.1338 -0.748 -0.801 1.107
H 2.0628 2.1420 -0.6724 0.634 0.501 0.239
H -0.1432 3.0565 -0.1889 -0.396 -1.680 -1.568
H -0.2569 2.7278 -2.0727 -0.205 -0.821 2.189
H -1.2974 0.1199 -0.5733 0.095 2.165 -0.412
H -2.1346 1.2890 -1.7900 1.192 -0.348 2.001
H -1.9012 2.4641 1.1340 -1.428 -1.608 -1.772
H -3.4080 2.4343 -0.0121 1.630 -1.341 0.712
H -2.3436 0.2127 2.1401 -1.600 0.541 -1.805
H -4.0584 1.0382 1.9434 1.986 -1.026 -1.001
H -3.3714 -0.8169 -0.5866 -0.718 0.832 1.946
H -4.9236 -0.7775 0.5057 2.300 0.388 0.133
H -2.1812 -1.8778 1.1723 -1.687 -0.446 0.169
H -3.5034 -2.8276 0.7264 0.399 1.035 0.464
C 3.5610 0.5507 -4.5610 -0.570 0.031 -0.436
Cl 2.2770 1.6021 -3.9520 0.805 0.183 -1.731
Cl 5.0518 0.7657 -3.6355 0.224 -0.072 -0.014
H 3.2380 -0.4899 -4.4784 0.063 0.274 0.203
H 3.7541 0.7950 -5.6084 0.066 -0.039 0.355
C 4.5360 3.5841 -7.4745 -0.008 0.347 -0.148
Cl 2.8177 3.3618 -7.1236 0.091 0.109 -0.073
Cl 5.4515 2.1119 -7.1286 0.204 0.108 -0.121
H 4.6536 3.8361 -8.5312 -0.057 -0.185 0.264
H 4.9231 4.3973 -6.8559 -0.131 -0.315 -0.043
C -0.2967 -5.0029 -2.3009 0.068 0.368 -0.395
Cl -1.9113 -5.3807 -1.6884 -0.085 -0.002 -0.052
Cl 0.9551 -5.7253 -1.2829 0.075 -0.141 -0.041
H -0.2003 -5.3958 -3.3160 -0.051 -0.044 0.349
H -0.1648 -3.9183 -2.3111 0.013 -0.086 0.218
C -3.3283 5.6421 1.7765 0.044 0.298 -0.038
Cl -3.8477 5.2141 0.1418 -0.042 0.203 -0.043
Cl -2.7463 4.2206 2.6517 -0.154 0.421 0.347
H -2.5210 6.3757 1.7127 -0.100 -0.308 -0.072
H -4.1749 6.0712 2.3179 0.383 -0.393 -0.538
C 3.0031 -3.3471 3.5848 -0.057 -0.220 -0.015
Cl 4.0412 -2.1477 2.8046 0.425 -0.229 0.370
Cl 1.6060 -2.5788 4.3484 -0.034 -0.077 0.042
H 2.6514 -4.0568 2.8320 0.027 0.606 0.323
H 3.5803 -3.8746 4.3480 -0.133 0.226 -0.159
C -5.6978 5.1980 5.3861 -0.008 -0.164 0.376
Cl -4.8747 6.4104 4.3973 -0.239 0.232 0.721
Cl -6.8679 4.2829 4.4275 0.027 -0.005 0.112
H -4.9553 4.5080 5.7943 -0.134 0.164 -0.280
H -6.2223 5.7008 6.2022 0.085 -0.063 -0.321
C 1.9588 -7.3752 2.7661 -0.044 -0.380 0.041
Cl 2.9969 -6.1758 1.9860 0.158 -0.528 -0.282
Cl 0.5617 -6.6069 3.5298 0.036 -0.080 0.013
H 1.6071 -8.0849 2.0134 0.047 0.315 0.122
H 2.5360 -7.9027 3.5294 -0.127 0.260 -0.163
```
Positions in Å, forces in eV/Å.

natural (NBO) atomic charge list, values in e, 2 entries:
1. C -0.738
2. C 0.680



Record 3
Molecular formula: C15H34BF7O14S5
Method: DFT, the ωB97M-V functional and the def2-TZVPD basis

Values from the calculation:
SMILES: BS(=O)(=O)C(F)(F)C(F)(F)C(F)(F)F.CCOS(C)(=O)=O.CCOS(C)(=O)=O.CCOS(C)(=O)=O.CCOS(C)(=O)=O
electronic energy: -118642.7123 eV
HOMO level: -10.6 eV
LUMO: -1.70 eV

Structure (XYZ):
```
76
Properties=species:S:1:pos:R:3:forces:R:3
B -3.9512 4.4915 0.6483 -0.242 -0.202 -0.395
S -2.0829 4.8128 0.6790 0.065 0.265 0.875
O -1.5219 3.5435 1.0715 -0.049 -0.248 -0.200
O -1.7152 5.9759 1.4426 -0.024 0.193 -0.249
C -1.5304 5.1584 -1.0759 -0.316 -0.606 -0.002
F -1.6429 4.0013 -1.7384 0.130 0.011 -0.143
F -0.2500 5.5160 -1.0293 0.145 0.148 0.129
C -2.4191 6.2161 -1.7755 0.144 0.000 -0.243
F -2.8642 7.1154 -0.8829 0.107 0.085 0.027
F -3.4892 5.5657 -2.2747 -0.161 0.053 0.083
C -1.7428 6.9685 -2.9513 -0.236 0.164 -0.308
F -0.6234 7.5821 -2.5733 -0.318 -0.116 -0.143
F -1.4727 6.0965 -3.9347 0.001 0.416 0.394
F -2.6099 7.8911 -3.4042 0.423 -0.401 0.059
H -4.6728 5.1862 1.2686 0.204 0.061 0.214
H -4.2913 3.5418 0.0363 0.104 0.068 -0.107
C -2.3083 -0.7229 -4.0463 0.224 0.144 0.195
C -3.4067 -0.9674 -3.0324 -0.160 -0.001 -0.596
O -2.9079 -1.0246 -1.6766 0.015 0.054 0.199
S -2.5641 0.3486 -0.9542 0.049 -0.399 0.111
C -2.4746 -0.2724 0.6897 -0.033 -0.010 0.042
O -3.6918 1.2257 -1.0743 0.017 0.193 -0.083
O -1.2671 0.7855 -1.3630 -0.018 0.174 -0.048
H -1.8935 0.2801 -3.9478 -0.044 0.017 0.002
H -2.7008 -0.8319 -5.0572 -0.060 -0.060 0.021
H -1.4932 -1.4322 -3.9047 -0.051 -0.085 -0.078
H -4.1926 -0.2136 -3.1007 0.046 0.048 0.151
H -3.8688 -1.9376 -3.2024 0.053 -0.059 0.180
H -3.4527 -0.6468 0.9776 -0.009 -0.010 -0.019
H -2.1786 0.5590 1.3261 0.025 0.059 -0.057
H -1.7268 -1.0594 0.7254 0.017 0.000 -0.017
C 1.7809 -5.5089 -6.0866 -0.144 0.132 0.057
C 1.9926 -6.1055 -4.7091 0.060 -0.302 -0.418
O 1.8346 -5.1324 -3.6580 -0.064 0.089 0.114
S 0.3507 -4.7363 -3.2379 0.444 0.178 0.328
C 0.7481 -3.9341 -1.7247 0.089 -0.080 0.095
O -0.3874 -5.9332 -2.9737 -0.175 -0.025 -0.187
O -0.1499 -3.7644 -4.1620 -0.229 -0.073 -0.097
H 0.7425 -5.2168 -6.2370 -0.002 -0.017 0.010
H 2.0459 -6.2383 -6.8523 0.039 -0.035 0.033
H 2.3967 -4.6195 -6.2171 0.055 -0.030 -0.009
H 1.3233 -6.9483 -4.5300 -0.057 0.075 0.084
H 3.0133 -6.4686 -4.6064 0.022 0.097 0.143
H 1.1796 -4.6632 -1.0421 0.008 -0.006 -0.006
H -0.1806 -3.5359 -1.3217 -0.048 -0.007 -0.066
H 1.4456 -3.1268 -1.9308 -0.016 0.013 -0.039
C 2.0979 -9.1773 0.9254 -0.013 0.211 -0.070
C 2.9207 -8.7954 2.1399 -0.347 -0.451 0.015
O 3.7809 -7.6630 1.8880 0.082 0.194 -0.009
S 3.1191 -6.2181 1.9042 0.393 -0.219 0.047
C 4.6099 -5.2874 1.9905 0.043 -0.010 -0.004
O 2.3781 -6.0628 3.1173 -0.178 0.048 -0.028
O 2.4863 -5.9800 0.6432 -0.162 0.146 -0.042
H 1.3588 -8.4132 0.6887 -0.005 -0.006 0.019
H 1.5730 -10.1138 1.1129 0.037 -0.025 0.045
H 2.7381 -9.2997 0.0522 0.023 -0.060 0.016
H 2.2884 -8.5876 3.0041 0.040 0.129 -0.013
H 3.5944 -9.6051 2.4120 0.143 0.115 -0.010
H 5.1080 -5.5118 2.9289 -0.010 -0.015 0.012
H 4.3336 -4.2366 1.9473 -0.057 -0.002 -0.003
H 5.2346 -5.5488 1.1409 -0.015 -0.010 -0.018
C 1.3749 6.5821 3.0183 0.120 0.131 0.141
C 0.1708 6.2878 3.8890 -0.030 0.025 -0.569
O 0.5164 6.2097 5.2937 0.020 0.048 0.191
S 0.7294 7.5725 6.0804 -0.058 -0.428 0.026
C 0.6681 6.9009 7.7068 -0.014 -0.039 0.031
O -0.4076 8.4144 5.8653 0.033 0.162 -0.059
O 2.0471 8.0669 5.8283 0.003 0.162 -0.005
H 1.7527 7.5896 3.1890 -0.021 0.003 -0.001
H 1.0974 6.4916 1.9686 -0.068 -0.043 0.009
H 2.1844 5.8848 3.2346 -0.028 -0.051 -0.033
H -0.6184 7.0239 3.7422 0.015 0.035 0.142
H -0.2434 5.3145 3.6397 0.006 -0.058 0.200
H -0.3206 6.4851 7.8767 -0.011 -0.002 -0.015
H 0.8622 7.7178 8.3976 0.010 0.044 -0.037
H 1.4365 6.1385 7.7984 0.017 0.003 -0.017
```
Positions in Å, forces in eV/Å.

Löwdin atomic charge list, values in e, 2 entries:
1. B 0.101
2. S 0.702